w:
An isolated molecule of C25H29N3O3. Source: the OMol25 dataset; level of theory: ωB97M-V/def2-TZVPD.

```
60
C25H29N3O3, DFT ωB97M-V/def2-TZVPD
C 3.591 -1.094 -4.714
H 4.650 -0.894 -4.575
C 2.854 -1.139 -3.379
H 1.800 -1.341 -3.584
H 2.910 -0.162 -2.895
C 3.407 -2.223 -2.433
C 2.276 -2.974 -1.741
O 2.166 -4.180 -1.780
N 1.437 -2.130 -1.076
C 0.330 -2.362 -0.300
C -0.333 -1.327 0.347
C 0.058 0.076 0.291
O 1.049 0.384 -0.391
N -0.604 1.033 0.978
C -1.836 0.925 1.721
H -2.128 -0.112 1.845
C -2.949 1.707 0.996
N -2.571 3.093 0.827
C -2.895 4.020 1.813
C -4.189 4.037 2.346
C -4.562 4.974 3.287
C -3.665 5.935 3.721
C -2.388 5.944 3.190
C -2.003 5.002 2.254
H -0.992 5.040 1.877
H -1.673 6.687 3.513
H -3.959 6.669 4.456
H -5.570 4.959 3.678
H -4.922 3.321 2.004
C -1.322 3.185 0.106
H -1.050 4.229 -0.042
C -0.197 2.416 0.812
H 0.719 2.435 0.221
H -0.006 2.845 1.801
H -1.481 2.734 -0.881
H -3.869 1.626 1.569
H -3.111 1.267 0.006
H -1.680 1.373 2.711
O -1.411 -1.811 1.052
C -1.438 -3.147 0.859
C -2.364 -4.033 1.389
C -2.215 -5.366 1.065
C -1.175 -5.799 0.240
C -0.254 -4.920 -0.286
C -0.381 -3.566 0.025
H 0.551 -5.254 -0.919
H -1.093 -6.851 0.012
H -2.915 -6.087 1.458
H -3.161 -3.683 2.025
H 1.645 -1.124 -1.094
C 4.344 -1.672 -1.347
C 5.640 -1.097 -1.906
H 5.446 -0.214 -2.509
H 6.155 -1.834 -2.518
H 6.301 -0.810 -1.090
H 4.587 -2.487 -0.660
H 3.827 -0.898 -0.775
H 3.953 -2.968 -3.019
H 3.175 -0.312 -5.346
H 3.488 -2.044 -5.234
```

Summary:
Gap between HOMO and LUMO: 8.01 eV
SMILES: CCC(CC)C(=O)Nc1c(C(=O)N2CCN(c3ccccc3)CC2)oc2ccccc12
HOMO: -7.75 eV


x:
An isolated molecule of C25H29N3O3. Source: the OMol25 dataset; level of theory: ωB97M-V/def2-TZVPD.

```
60
C25H29N3O3, DFT ωB97M-V/def2-TZVPD
C 5.532 4.790 2.638
C 6.009 4.130 1.351
H 6.615 3.247 1.580
H 6.584 4.829 0.740
O 4.908 3.736 0.532
C 4.332 2.557 0.802
O 4.723 1.811 1.662
C 3.144 2.343 -0.114
C 1.842 2.570 0.670
C 1.584 1.431 1.649
N 1.495 0.177 0.924
C 2.772 -0.128 0.302
C 3.117 0.942 -0.731
H 4.082 0.710 -1.184
H 2.356 0.933 -1.513
H 2.689 -1.096 -0.200
H 3.578 -0.194 1.050
C 1.033 -0.919 1.765
C -0.337 -0.686 2.309
C -0.652 -0.462 3.632
N -1.993 -0.355 3.718
N -2.569 -0.500 2.534
C -1.594 -0.698 1.650
C -1.910 -0.907 0.244
C -3.175 -1.375 -0.110
C -3.509 -1.587 -1.432
C -2.571 -1.340 -2.430
C -1.315 -0.849 -2.087
C -0.988 -0.631 -0.764
H -0.022 -0.228 -0.502
H -0.609 -0.637 -2.876
O -2.851 -1.471 -3.769
C -3.657 -2.481 -4.213
C -4.368 -2.248 -5.388
C -5.153 -3.247 -5.930
C -5.239 -4.483 -5.311
C -4.522 -4.718 -4.150
C -3.729 -3.728 -3.600
H -3.159 -3.920 -2.703
H -4.574 -5.683 -3.668
H -5.858 -5.260 -5.734
H -5.704 -3.057 -6.840
H -4.289 -1.280 -5.858
H -4.496 -1.937 -1.697
H -3.896 -1.562 0.670
C -2.783 -0.123 4.892
H -3.820 -0.030 4.579
H -2.690 -0.957 5.591
H -2.469 0.795 5.392
H -0.023 -0.380 4.497
H 1.022 -1.822 1.144
H 1.723 -1.091 2.611
H 0.631 1.602 2.157
H 2.383 1.398 2.409
H 1.884 3.520 1.206
H 1.016 2.610 -0.043
H 3.221 3.095 -0.905
H 4.887 5.635 2.410
H 6.388 5.139 3.209
H 4.978 4.073 3.238
```

Summary:
Gap between HOMO and LUMO: 8.56 eV
SMILES: CCOC(=O)C1CCN(Cc2cn(C)nc2-c2ccc(Oc3ccccc3)cc2)CC1
HOMO: -7.77 eV


It is w that is the most stable of them.


w:
A cluster of 2 separate species, H3NO3Si in total. Source: the OMol25 dataset; level of theory: ωB97M-V/def2-TZVPD.

```
8
H3NO3Si, DFT ωB97M-V/def2-TZVPD
N -0.445 -1.139 -1.329
O -1.223 -1.916 -1.762
O -0.069 -0.054 -2.154
O 0.213 1.777 0.724
Si 0.305 0.673 1.721
H 0.184 0.653 -1.669
H 1.506 0.529 2.461
H -0.472 -0.523 2.008
```

Summary:
Gap between HOMO and LUMO: 9.87 eV
SMILES: O=[SiH2].O=NO
HOMO: -10.51 eV


x:
A structure of composition H3NO3Si. Source: the OMol25 dataset; level of theory: ωB97M-V/def2-TZVPD.

```
8
H3NO3Si, DFT ωB97M-V/def2-TZVPD
N 0.507 1.867 -1.246
O -0.327 2.775 -1.165
O 1.604 1.887 -1.797
O 0.761 -1.193 0.345
Si -0.175 0.086 0.000
H 1.503 -1.442 -0.109
H -1.340 -0.475 -0.723
H -0.403 0.902 1.124
```

Summary:
Gap between HOMO and LUMO: 9.90 eV
HOMO: -9.81 eV


It is x that is the most stable of them.


w:
The ion C5H6N with charge +1. Source: the OMol25 dataset; level of theory: ωB97M-V/def2-TZVPD.

```
12
C5H6N, DFT ωB97M-V/def2-TZVPD
C 1.221 -1.264 0.386
C 1.485 0.883 -0.317
C -1.787 0.811 -0.463
C -0.080 -1.126 0.111
C -0.642 0.238 -0.040
N 1.769 -0.154 0.123
H 1.774 -2.173 0.546
H 1.860 1.880 -0.269
H -2.471 0.701 -1.274
H -2.216 1.409 0.330
H -0.772 -1.950 0.044
H -0.141 0.744 0.823
```

Summary:
Gap between HOMO and LUMO (spin up / spin down): 7.82 / 7.14 eV
2S+1: 3
Net charge: +1
HOMO (spin up / spin down): -12.53 / -15.41 eV


x:
A structure of composition C5H6N. Source: the OMol25 dataset; level of theory: ωB97M-V/def2-TZVPD.

```
12
C5H6N, DFT ωB97M-V/def2-TZVPD
C -0.093 1.524 0.423
C -0.702 -1.414 -1.021
C 0.358 0.120 0.927
C 0.439 0.967 -0.907
C 0.043 -0.812 -0.108
N 1.226 -0.037 -0.236
H -1.180 1.660 0.382
H 0.306 2.541 0.755
H -1.483 -2.060 -0.496
H -0.256 -1.464 -2.040
H 0.685 -0.153 1.946
H 2.178 -0.368 -0.381
```

Summary:
Gap between HOMO and LUMO (spin up / spin down): 8.85 / 9.33 eV
2S+1: 3
Net charge: +1
HOMO (spin up / spin down): -12.88 / -15.84 eV


It is w that is the most stable of them.


w:
An isolated molecule of C4H5NOS2. Source: the OMol25 dataset; level of theory: ωB97M-V/def2-TZVPD.

```
13
C4H5NOS2, DFT ωB97M-V/def2-TZVPD
C -1.590 1.593 0.208
C -0.357 0.746 -1.706
C -0.317 -0.463 0.482
C 0.864 -1.244 0.035
H -1.064 2.065 1.031
H -1.796 2.335 -0.592
H -2.514 1.099 0.506
H 0.208 -0.091 -2.123
H 0.619 -2.283 -0.120
N -0.707 0.552 -0.366
O -0.639 1.736 -2.341
S -0.924 -0.833 1.951
S 2.363 -0.710 -0.171
```

Summary:
Gap between HOMO and LUMO: 7.85 eV
SMILES: CN(C=O)C(=S)C=S
HOMO: -9.18 eV


x:
An isolated molecule of C4H5NOS2. Source: the OMol25 dataset; level of theory: ωB97M-V/def2-TZVPD.

```
13
C4H5NOS2, DFT ωB97M-V/def2-TZVPD
C 2.590 -0.105 0.140
C -0.923 -0.097 0.063
C -2.031 -1.093 -0.315
C -1.261 1.294 0.286
H 2.516 -1.194 -0.540
H 2.656 -0.433 1.339
H 3.149 0.716 -0.213
H -1.778 -1.889 -1.060
H -0.300 1.795 0.585
N 0.246 -0.409 -0.221
O 1.261 0.552 -0.115
S -3.444 -0.975 0.197
S -2.682 1.839 -0.145
```

Summary:
Gap between HOMO and LUMO: 7.00 eV
SMILES: CON=C(C=S)C=S
HOMO: -7.92 eV


y:
A structure of composition C4H5NOS2. Source: the OMol25 dataset; level of theory: ωB97M-V/def2-TZVPD.

```
13
C4H5NOS2, DFT ωB97M-V/def2-TZVPD
C 1.468 0.620 1.554
C 0.894 -0.636 0.741
C 0.186 -0.385 -0.502
C -1.732 0.490 -1.493
H 1.972 1.456 0.788
H 1.867 -1.334 0.621
H 0.144 -1.402 1.552
H -1.585 0.007 0.425
H -1.079 0.382 -2.252
N -1.101 -0.083 -0.403
O 1.303 0.715 2.764
S 1.037 -0.496 -1.868
S -3.375 0.666 -1.929
```

Summary:
Gap between HOMO and LUMO: 7.52 eV
HOMO: -8.92 eV


It is w that is the most stable of them.